(1)
{"formula": "C42H44IrNP2", "method": "ωB97M-V with the def2-TZVPD basis set", "fmax_ev_per_a": 4.22, "e_homo_ev": [-12.607, -12.607], "e_tot_ev": -67162.2666, "lumo_ev": [-7.77, -7.78], "orbital_gap_ha": [0.1776, 0.1775], "total_charge": 2, "symbols": ["C", "C", "H", "C", "C", "C", "C", "H", "H", "C", "H", "H", "H", "C", "C", "H", "H", "H", "H", "C", "C", "N", "H", "H", "C", "C", "H", "Ir", "C", "C", "C", "C", "H", "H", "H", "C", "C", "H", "H", "H", "C", "H", "H", "C", "C", "C", "H", "H", "H", "H", "H", "C", "H", "H", "H", "H", "H", "P", "C", "H", "C", "H", "C", "C", "C", "C", "H", "C", "C", "H", "H", "C", "C", "H", "H", "C", "C", "H", "C", "H", "C", "H", "H", "C", "C", "C", "P", "H", "H", "C"], "coordinates": [[-1.392078, 0.364255, -3.069891], [-2.930131, 0.370725, -4.911600], [-0.608550, -0.994593, 4.090237], [-1.756144, 1.677273, -2.762213], [4.344703, -0.603332, 1.927312], [4.518524, 1.858739, -0.588507], [-1.744472, -1.073432, 1.184014], [-1.276809, 2.371558, 3.464312], [-2.883772, -2.837993, 0.791160], [3.722536, 0.228457, -3.657115], [4.746770, -1.655634, -3.481688], [2.487550, -1.809213, -1.470169], [-1.294423, 2.178911, -1.917397], [3.141670, 4.012806, 0.537005], [0.926664, -2.708011, -3.386457], [-2.964454, 3.361264, -3.314900], [2.688380, -4.039636, 2.595682], [1.732441, -2.111254, -3.796085], [-3.147869, 2.398581, -0.536967], [-1.018441, 1.014078, 1.835812], [3.727317, 1.474144, -4.275808], [2.666013, -0.156789, -2.789087], [4.792646, 2.824013, -5.549163], [4.043427, -0.976384, -1.473606], [-2.484542, -0.133687, 0.430439], [5.102532, 3.113812, -0.538779], [-3.995160, 2.202304, -5.239878], [0.128833, 0.168786, 0.168374], [-2.670335, 2.440410, 0.440234], [3.240747, 1.676584, -0.061808], [-1.988138, -0.296502, -4.140167], [1.371334, 0.435489, -2.980001], [-3.448169, 0.215558, -1.450814], [5.056460, 1.033908, -1.041849], [-3.396095, -0.140865, -5.743606], [4.773673, -0.654141, -3.896933], [4.289967, -2.702548, 3.104607], [-4.538792, -0.199414, -0.135367], [4.808759, 0.358161, 1.745164], [2.915892, 2.172108, -4.110496], [4.423333, 4.184184, 0.029589], [-1.851495, -2.910932, 2.229381], [0.870611, -0.366059, 3.368009], [3.147361, -3.077703, 2.406887], [3.203307, -0.978265, 1.225172], [5.854117, 0.980830, -5.296506], [6.640126, -0.972875, -4.892338], [2.614050, 4.850412, 0.973717], [1.704458, -2.496122, 0.925151], [0.287548, -1.970995, 2.930663], [-1.843240, -2.446526, -1.449667], [-1.084183, -2.908592, -2.067176], [4.896702, 5.155965, 0.077376], [-2.001642, -4.846235, -2.026183], [-1.717936, -1.317037, -4.380020], [4.717293, -3.373350, 3.838364], [5.776546, -1.186880, 3.408044], [2.446864, 0.072441, -0.028837], [5.833838, -0.275045, -4.706384], [1.314975, 1.467603, -2.590309], [2.548168, 2.761411, 0.485674], [0.374102, 1.794048, 3.273612], [0.831223, -4.056193, -3.709405], [-0.034360, -2.131216, -2.560854], [-2.690504, 2.338995, -3.543110], [-0.831393, -0.358548, 2.058165], [6.689457, 1.280531, -5.914626], [-0.021113, -0.954592, 3.167870], [-0.211957, -4.825122, -3.216134], [1.546306, 2.613053, 0.872529], [1.140751, 0.487303, -4.046643], [4.791654, 1.844749, -5.088268], [-3.558854, -0.415230, -0.568315], [1.570415, -4.502750, -4.361270], [-0.283583, 3.015887, 2.171610], [4.885712, -1.473014, 2.864862], [-1.920234, -2.543994, 1.204468], [-1.136943, -3.042965, 0.628940], [-3.272790, 1.685078, -4.622232], [-3.563086, -1.454449, -0.888516], [-1.176594, -4.250313, -2.395694], [-0.283698, -5.871403, -3.481812], [-3.442636, 2.682605, 1.179298], [-2.064523, 1.149498, 0.825085], [2.968382, -0.825086, -1.553860], [2.600020, -2.215032, 1.472071], [-0.050084, -0.382906, -2.124475], [-1.942914, 3.251393, 0.459410], [6.095648, 3.256737, -0.943742], [-0.512770, 2.106706, 2.727622]], "atomic_forces_ev_per_a": [[-0.16, 0.19, 0.43], [-0.02, 0.00, -0.01], [-0.01, -0.01, -0.03], [0.10, -0.04, -0.14], [-0.01, 0.00, -0.02], [-0.03, -0.10, -0.08], [1.05, -0.25, -0.41], [0.01, -0.01, 0.00], [0.03, 0.01, -0.02], [0.01, 0.05, 0.08], [0.04, 0.04, 0.03], [0.11, -0.08, 0.00], [0.02, 0.02, -0.07], [0.03, -0.03, -0.02], [-0.03, 0.01, -0.15], [0.01, -0.01, -0.02], [0.01, 0.01, -0.01], [-0.01, -0.02, 0.03], [-0.03, 0.01, 0.06], [0.56, 0.47, 0.98], [-0.03, 0.09, 0.03], [0.01, -0.23, -0.10], [-0.02, -0.02, 0.00], [0.02, -0.05, 0.02], [0.30, 0.24, -0.63], [0.08, 0.01, -0.02], [-0.01, -0.02, 0.02], [-3.89, -0.61, -1.52], [0.00, 0.06, -0.25], [-0.40, 0.28, 0.11], [0.00, 0.02, 0.00], [0.05, 0.12, -0.01], [-0.03, -0.04, 0.04], [0.01, 0.03, 0.01], [0.02, 0.03, 0.00], [0.03, -0.11, -0.02], [0.00, -0.01, 0.00], [0.02, 0.00, 0.05], [0.00, -0.01, 0.03], [0.03, 0.01, 0.00], [-0.04, -0.02, 0.02], [-0.02, 0.02, -0.01], [0.03, -0.02, -0.04], [0.01, 0.01, -0.04], [-0.27, 0.05, 0.20], [0.03, 0.01, 0.01], [-0.01, 0.01, 0.03], [-0.01, -0.01, -0.02], [0.00, -0.03, 0.02], [0.03, 0.03, 0.00], [0.00, -0.04, -0.04], [0.08, -0.06, -0.10], [-0.01, 0.00, -0.02], [0.02, 0.01, 0.00], [-0.01, 0.01, 0.01], [-0.01, 0.01, -0.01], [-0.02, 0.00, 0.01], [0.19, -0.51, 0.43], [0.00, -0.02, 0.02], [-0.10, 0.08, -0.11], [0.12, 0.00, -0.05], [0.03, 0.01, -0.06], [0.01, 0.02, 0.00], [-0.17, -0.01, 0.22], [0.02, 0.01, 0.04], [0.99, 0.10, 1.04], [-0.03, -0.02, -0.02], [-0.36, -0.20, 0.15], [-0.02, 0.01, 0.01], [0.02, 0.01, 0.05], [0.03, -0.03, -0.03], [-0.05, 0.01, 0.00], [-0.07, 0.03, 0.06], [0.00, 0.01, 0.01], [0.03, -0.02, 0.00], [0.03, 0.03, 0.00], [0.01, -0.13, 0.03], [0.01, 0.00, 0.04], [-0.02, -0.04, 0.00], [-0.03, 0.02, 0.02], [-0.01, 0.02, 0.01], [0.01, 0.00, 0.01], [0.03, -0.01, 0.02], [0.79, 0.11, 0.03], [-0.20, 0.25, -0.04], [0.15, 0.01, -0.04], [1.26, 0.14, -0.23], [0.00, 0.00, 0.00], [-0.01, -0.01, 0.00], [-0.32, 0.16, -0.04]]}


(2)
{"formula": "C6H5NS", "method": "ωB97M-V with the def2-TZVPD basis set", "smiles": "C#C[C@@H]1C[C@H](C#N)S1", "fmax_ev_per_a": 12.24, "e_homo_ev": -9.598, "e_tot_ev": -18622.3964, "e_above_lowest_kj_mol": 448.7, "lumo_ev": 0.14, "orbital_gap_ha": 0.3581, "symbols": ["S", "H", "C", "H", "H", "C", "C", "C", "H", "N", "H", "C", "C"], "coordinates": [[0.126461, 1.371065, -0.055275], [-0.173525, -2.009666, -0.078097], [3.398148, -0.647033, -0.645943], [-1.546635, 0.041999, 1.426302], [4.168228, -0.609530, -1.417226], [1.124170, -0.072863, 0.641045], [-1.102488, 0.075003, 0.314263], [-0.094370, -1.033492, 0.610482], [1.571419, 0.154574, 1.693399], [-3.534036, -0.643616, -0.604045], [-0.377562, -1.519724, 1.518297], [-2.345435, -0.141447, -0.376122], [2.198799, -0.428398, -0.215385]], "atomic_forces_ev_per_a": [[-0.15, -0.96, 0.53], [0.98, 2.61, 0.63], [-6.24, 1.53, 1.04], [0.60, 1.60, -2.07], [-0.37, -0.33, 0.77], [0.10, 0.08, 1.36], [-1.55, -0.15, 3.32], [-0.47, -2.43, -2.03], [-1.11, -0.40, -1.74], [10.85, 4.83, 1.71], [0.35, 0.06, 1.02], [-10.85, -5.19, -2.27], [7.86, -1.25, -2.27]]}


(3)
{"formula": "C7H7NO", "method": "ωB97M-V with the def2-TZVPD basis set", "smiles": "CC1(C#N)C=COC=C1", "fmax_ev_per_a": 2.33, "e_homo_ev": -9.146, "e_tot_ev": -10908.2747, "e_above_lowest_kj_mol": 102.6, "lumo_ev": 0.73, "orbital_gap_ha": 0.3629, "symbols": ["C", "C", "N", "H", "C", "C", "O", "H", "C", "H", "H", "H", "C", "C", "H", "H"], "coordinates": [[-0.614070, -0.008944, 0.001693], [0.281279, -1.250208, 0.144462], [-2.590134, -0.560994, -1.666036], [-0.171421, 2.048984, -0.905756], [-1.203640, 0.450320, 1.325882], [1.597225, 0.894652, -0.857971], [2.279130, -0.215368, -0.625817], [-1.879217, -0.354407, 1.635349], [0.288894, 1.086719, -0.632212], [-0.155420, -2.174140, 0.544406], [2.304474, 1.688473, -1.122410], [-1.835623, 1.340392, 1.206312], [1.591541, -1.256842, -0.162064], [-1.705579, -0.337840, -0.943647], [-0.451047, 0.746864, 2.063424], [2.263612, -2.097660, -0.005611]], "atomic_forces_ev_per_a": [[1.65, 0.25, -1.11], [0.54, -0.16, 0.12], [1.44, 0.29, 1.12], [0.34, -0.55, 0.30], [-0.83, 0.26, 0.05], [-0.89, 2.14, 0.21], [1.16, -0.47, -0.19], [0.28, 0.17, 0.60], [-0.05, -0.25, -0.09], [0.16, 0.47, -0.22], [-0.64, -0.18, -0.29], [0.08, -0.17, -0.29], [-1.33, -1.08, 0.93], [-1.51, -0.12, -0.94], [0.00, -0.60, -0.16], [-0.42, -0.01, -0.06]]}